Here is C28H47N3O9SbSeSi3W as an isolated structure from the OMol25 dataset. Energies are from wB97M-V/def2-TZVPD.

The value obtained for the HOMO energy is -11.08 eV. The value obtained for the LUMO energy is -4.377 eV. As for the total charge: +1. The strongest force on any atom comes out at 0.74 eV/A. The energy above the lowest of the compared OMol25 structures with the same formula, charge and spin comes out at 0.00 kcal/mol.

Geometry as XYZ:
```
93
Properties=species:S:1:pos:R:3:forces:R:3
W -0.056 -0.535 0.057 -0.235 0.058 -0.066
Sb 2.449 -1.942 0.190 -0.664 0.318 -0.085
Se -1.515 -0.442 3.289 -0.259 0.100 0.038
Si 2.056 -2.560 -3.226 0.044 -0.065 0.049
Si 4.855 -1.882 -1.960 -0.008 -0.032 -0.023
Si 2.135 -1.028 3.242 0.374 -0.164 -0.026
O -0.889 -1.048 1.819 0.195 0.064 0.144
O -1.060 1.218 3.188 0.109 0.066 -0.136
O -0.673 -2.394 -0.241 0.090 -0.178 0.294
O -0.769 -1.106 4.514 0.031 -0.097 0.018
O -1.540 0.363 -3.666 -0.002 -0.023 0.014
O -3.104 -0.520 3.201 0.019 -0.045 -0.022
O -0.401 -0.136 -1.821 0.155 0.210 -0.012
O -0.545 1.310 0.571 0.058 0.004 -0.026
O -2.032 -3.929 0.654 0.138 0.135 -0.159
N 1.707 0.570 -1.159 0.229 0.136 -0.060
N -2.422 -0.521 -0.325 -0.213 -0.027 -0.018
N 3.749 0.850 0.763 -0.077 -0.021 0.049
C 1.794 0.216 4.592 -0.110 0.093 -0.035
C 2.780 -4.287 -3.355 0.129 0.036 -0.019
C 2.263 2.711 -2.095 0.018 -0.060 -0.027
C -2.705 -0.557 -1.771 0.086 0.008 -0.140
C 1.555 1.907 -1.237 -0.031 0.003 0.026
C 2.939 -1.490 -1.840 0.049 0.116 -0.096
C -1.528 -0.034 -2.543 -0.170 -0.029 0.049
C 2.926 3.177 2.018 0.078 0.005 -0.018
C 4.506 1.943 0.751 -0.033 0.028 0.046
C 1.709 -0.338 1.437 0.113 -0.142 0.209
C 1.787 -3.949 0.378 0.139 -0.037 -0.033
C 1.478 -2.764 3.491 -0.161 0.115 -0.006
C -1.859 -2.815 0.264 -0.230 -0.188 0.021
C -2.957 -1.755 0.285 0.064 0.012 0.016
C 2.135 2.041 2.050 -0.117 -0.024 0.036
C 3.356 0.753 -2.862 -0.009 0.000 -0.017
C 5.161 -3.523 -1.106 -0.002 -0.032 0.000
C 3.176 2.113 -2.953 -0.064 0.002 0.068
C -2.889 0.751 0.276 0.055 0.098 -0.027
C 2.633 -0.017 -1.946 0.022 -0.154 0.002
C 0.243 -2.950 -3.053 -0.085 0.003 0.057
C 4.139 3.137 1.352 -0.052 -0.068 0.000
C 2.573 0.890 1.396 0.183 -0.051 -0.289
C 4.011 -1.190 3.284 -0.057 0.030 0.005
C 5.903 -0.638 -1.057 -0.035 -0.014 0.028
C -1.802 1.794 0.072 -0.078 0.010 -0.009
C 5.516 -1.936 -3.714 0.018 -0.039 0.050
C 2.273 -1.613 -4.816 0.013 0.084 -0.036
H 2.089 3.777 -2.094 0.001 0.012 0.002
H -2.825 -1.595 -2.090 0.026 0.022 -0.009
H 3.860 -4.384 -3.427 -0.013 0.044 -0.087
H 1.195 -2.867 4.539 -0.021 -0.031 0.048
H 6.537 -2.318 -3.634 0.041 -0.035 -0.007
H 0.002 -3.519 -3.955 0.006 -0.029 -0.030
H 0.012 -3.580 -2.196 0.032 -0.008 0.008
H 2.642 0.897 4.681 0.041 -0.016 -0.027
H 4.983 -2.571 -4.415 -0.024 -0.107 -0.002
H 5.816 0.372 -1.456 -0.028 0.036 -0.012
H 2.602 4.078 2.522 -0.024 0.011 0.007
H 5.457 1.851 0.242 0.041 0.011 -0.031
H 5.597 -0.943 -4.157 0.015 0.018 -0.014
H 2.434 -4.928 -2.542 0.026 0.004 -0.016
H 1.705 -0.339 5.527 0.006 -0.050 0.039
H 1.203 2.040 2.593 0.025 0.027 -0.001
H -1.678 2.045 -0.989 -0.008 0.004 0.071
H -2.056 2.713 0.606 0.014 -0.039 -0.015
H 1.712 -0.676 -4.788 -0.020 0.004 -0.015
H 0.833 2.337 -0.562 0.023 -0.016 -0.019
H 2.273 -4.411 1.229 0.024 -0.030 0.033
H 4.422 -1.929 2.591 -0.033 0.024 -0.009
H 4.640 -4.382 -1.526 0.000 0.047 0.072
H -3.828 1.080 -0.180 0.028 -0.022 -0.008
H -3.264 -1.583 1.312 0.012 -0.031 -0.006
H 4.791 3.998 1.310 0.021 0.011 -0.004
H 0.888 0.800 4.486 0.028 0.007 0.054
H 0.705 -3.947 0.475 -0.005 -0.015 0.005
H 2.250 -3.505 3.284 0.055 0.009 -0.017
H -3.822 -2.129 -0.265 0.033 0.004 0.030
H 6.942 -0.954 -1.178 0.036 -0.008 -0.001
H 4.944 -3.476 -0.036 0.014 -0.010 0.042
H -3.082 0.591 1.333 0.002 0.008 -0.009
H 3.307 -1.390 -5.075 -0.071 0.016 0.000
H 6.232 -3.725 -1.182 0.043 -0.011 -0.008
H 1.854 -2.219 -5.623 -0.021 -0.014 -0.029
H 2.354 -4.704 -4.271 -0.012 -0.015 -0.034
H 5.670 -0.617 0.006 0.009 0.046 0.047
H -3.619 -0.021 -2.031 0.039 -0.015 0.048
H 4.260 -1.526 4.295 0.033 -0.007 0.039
H 0.590 -2.998 2.906 -0.053 -0.038 -0.005
H -0.406 -2.083 -3.034 0.021 -0.030 -0.072
H 3.743 2.696 -3.665 0.013 0.012 -0.021
H 4.523 -0.241 3.122 0.004 -0.031 -0.003
H 2.096 -4.439 -0.544 -0.032 0.035 0.072
H -0.776 1.400 2.252 -0.061 -0.067 0.059
H 4.067 0.256 -3.503 0.000 0.017 -0.001
```
Positions in Å, forces in eV/Å.